# 1
Here is a molecular structure, C26H34NO2V from the Open Molecules 2025 dataset. Energies are from ωB97M-V/def2-TZVPD.

Summary:
- Gap between HOMO and LUMO (spin up / spin down): 7.27 / 7.54 eV
- Highest occupied orbital energy (spin up / spin down): -10.7603 / -10.7332 eV
- Relative energy (zero: lowest compared OMol25 entry of this formula, charge and spin): 18.59 kcal/mol

Geometry as ORCA input:
```
! RIJCOSX wB97M-V def2-TZVPD def2/J DEFGRID3
* xyz 1 2
C -0.97910 -0.53773 1.89835
C -2.03293 -0.34934 0.94502
C -1.96916 -1.40014 -0.01602
H -2.83965 0.37240 1.02938
C -0.91049 -2.27548 0.37345
C -0.29411 -1.74809 1.54693
H -0.69667 -3.25020 -0.06072
C 0.74645 2.22273 0.00537
C -0.63127 2.13201 0.35238
C -1.34986 1.68605 -0.80338
H -1.06522 2.46755 1.29598
C -0.40822 1.45111 -1.85653
C 0.89338 1.79380 -1.34917
H -2.71728 -1.59578 -0.78531
H 0.48457 -2.23329 2.12976
H -0.79842 0.05962 2.79169
H 1.81778 1.82346 -1.92888
H -2.43020 1.65979 -0.94259
H 1.52548 2.66646 0.62092
V 0.01274 -0.11616 -0.14124
C -0.77594 1.07037 -3.29026
C 0.40882 1.33451 -4.22155
C -2.00548 1.88958 -3.71502
H 0.60853 2.41007 -4.27259
H 0.19356 0.97844 -5.23619
H 1.31061 0.82706 -3.85903
H -1.77160 2.96550 -3.67066
H -2.86844 1.69885 -3.06236
H -2.32016 1.64541 -4.73976
C -1.14198 -0.43924 -3.40688
C -0.09505 -1.33715 -2.86537
H -1.27901 -0.67587 -4.47395
H -2.10458 -0.62679 -2.90015
O 0.36310 -1.09693 -1.68789
N 0.46000 -2.37256 -3.52855
C -0.14052 -3.71793 -3.69211
H 1.46472 -2.41363 -3.35414
C -1.60661 -3.70799 -3.37286
C -2.11891 -4.47727 -2.32409
H -1.45230 -5.17217 -1.79953
C -3.45801 -4.33108 -1.94710
H -3.84754 -4.92453 -1.11599
C -4.28626 -3.42635 -2.61770
H -5.31574 -3.26708 -2.28356
C -3.79589 -2.73718 -3.73117
H -4.43229 -2.03885 -4.27764
C -2.47498 -2.93236 -4.14134
H -2.10019 -2.46237 -5.05591
H 0.40975 -4.41749 -3.05001
H 0.02977 -4.02883 -4.72745
C 2.62082 0.25695 2.67440
C 2.91899 -0.24961 1.27163
C 3.96246 0.62889 0.58837
C 3.41983 -1.68778 1.30118
O 1.70768 -0.22914 0.51481
H 3.55508 0.29940 3.24428
H 1.91744 -0.41299 3.18106
H 2.17733 1.25903 2.63976
H 4.89680 0.61855 1.16500
H 4.16625 0.24619 -0.41876
H 3.61881 1.66575 0.51152
H 2.65941 -2.34582 1.73433
H 3.63119 -2.01368 0.27623
H 4.33730 -1.77437 1.89412
*
```



# 2
Here is 16 unconnected molecules or ions with the total composition C58H96O42S3 from the Open Molecules 2025 dataset. Energies are from ωB97M-V/def2-TZVPD.

Summary:
- Gap between HOMO and LUMO: 8.84 eV
- Highest occupied orbital energy: -9.0758 eV
- Relative energy (zero: lowest compared OMol25 entry of this formula, charge and spin): 0.00 kcal/mol

Geometry as ORCA input:
```
! RIJCOSX wB97M-V def2-TZVPD def2/J DEFGRID3
* xyz 0 1
C -0.96934 1.30716 0.28153
C 0.42218 0.71021 0.07099
C 1.08149 0.33480 1.39193
O 1.03416 -1.09984 1.40918
C 0.71622 -1.54714 0.17840
O 0.78624 -2.68319 -0.18484
O 0.16035 -0.55606 -0.53649
H -1.75016 0.58739 0.51545
H -1.35434 1.80580 -0.61426
H -0.98941 2.08384 1.05080
H 1.12275 1.35239 -0.46337
H 0.49355 0.72536 2.22256
H 2.07820 0.74105 1.52796
C -2.81234 1.75248 -5.06460
C -1.69542 2.11252 -4.08852
C -0.30425 2.25288 -4.70812
O -0.27086 3.64265 -5.03690
C -1.25437 4.30047 -4.44791
O -1.46384 5.47344 -4.43744
O -2.01505 3.44077 -3.70533
H -2.83266 0.71733 -5.41998
H -2.75881 2.32357 -5.99493
H -3.77092 1.87234 -4.56011
H -1.70837 1.38836 -3.27861
H -0.14134 1.57297 -5.53926
H 0.43863 2.09060 -3.92495
C -2.23217 2.70275 4.19784
C -0.91998 3.36880 3.87125
C -1.07599 4.73055 3.22427
O -0.57962 5.64869 4.19863
C -0.04531 4.94718 5.25626
O 0.48448 5.48959 6.15905
O -0.25434 3.62081 5.10284
H -2.02000 1.69070 4.54317
H -2.89886 2.64515 3.33260
H -2.85879 3.27394 4.88484
H -0.23715 2.78505 3.25940
H -2.09976 4.97151 2.93684
H -0.52086 4.82159 2.28938
C 1.54939 0.83247 4.86073
C 1.74547 1.26561 6.31147
C 3.03406 0.80220 7.00483
O 3.56653 1.96532 7.58359
C 2.92130 3.07244 7.11176
O 3.08024 4.17534 7.51200
O 1.95652 2.69247 6.25310
H 2.43739 1.13043 4.29269
H 0.88869 1.52088 4.33757
H 1.30738 -0.20462 4.63710
H 0.87056 1.17344 6.95812
H 3.65288 0.37004 6.21316
H 2.81531 0.03778 7.74819
C 3.24179 -3.18764 2.83475
C 4.72302 -3.48180 2.62485
C 5.27518 -4.32983 3.76662
O 6.07747 -5.27613 3.08143
C 5.75111 -5.34629 1.78034
O 6.26920 -6.04676 0.97563
O 4.85851 -4.34958 1.48964
H 2.81401 -2.54866 2.06337
H 2.98993 -2.78460 3.81828
H 2.64264 -4.10321 2.79552
H 5.27806 -2.55754 2.46131
H 4.44344 -4.83234 4.26326
H 5.90390 -3.77852 4.46053
C -4.51162 0.52197 3.09149
C -5.60139 -0.47869 2.91644
C -6.64886 -0.62367 4.00174
O -7.86780 -0.71407 3.28498
C -7.68954 -0.48182 1.95884
O -8.47776 -0.56693 1.07497
O -6.40949 -0.16617 1.74061
H -3.67565 0.20709 3.71885
H -4.91268 1.42999 3.54552
H -3.97829 0.69593 2.15521
H -5.16206 -1.40080 2.51943
H -6.66297 0.19452 4.72330
H -6.52843 -1.55569 4.55614
C 2.65615 4.31065 -6.23106
C 3.35556 4.10068 -4.88870
C 2.85326 5.00304 -3.77225
O 2.41150 4.08555 -2.76215
C 2.61084 2.83027 -3.15229
O 2.41832 1.83225 -2.52726
O 3.06842 2.78351 -4.43346
H 1.66369 3.86848 -6.33031
H 3.18651 3.77224 -7.02345
H 2.66005 5.35570 -6.54149
H 4.42866 4.23673 -5.03688
H 1.98330 5.56563 -4.10965
H 3.61313 5.65017 -3.34231
C -1.85828 -4.24804 -1.31649
C -2.12625 -4.40539 -2.78766
C -1.23169 -5.42527 -3.55426
O -2.18192 -6.30158 -4.15332
C -3.42652 -5.97293 -3.85550
O -4.38544 -6.56412 -4.26879
O -3.47142 -4.92600 -3.02492
H -2.29204 -3.32020 -0.94968
H -0.77367 -4.18478 -1.20759
H -2.19706 -5.09415 -0.71785
H -2.25711 -3.45927 -3.31608
H -0.62448 -5.98916 -2.84356
H -0.54213 -5.02082 -4.28917
C -7.14237 2.44990 0.25381
C -5.69265 2.17360 -0.03802
C -5.20945 2.57047 -1.42500
O -3.89655 3.11291 -1.15141
C -3.80177 3.43935 0.14087
O -2.86759 3.98075 0.64680
O -4.93035 3.06117 0.77848
H -7.41174 2.21513 1.27720
H -7.73632 1.83358 -0.43328
H -7.41552 3.43289 -0.13658
H -5.45204 1.14584 0.25196
H -5.95430 3.16481 -1.95790
H -5.04393 1.71640 -2.08282
C 2.65126 -2.31789 -5.28679
C 1.86861 -2.36211 -3.96812
C 2.06107 -1.06897 -3.17448
O 0.79121 -0.45713 -3.33686
C -0.13728 -1.33196 -3.79782
O -1.31160 -1.11385 -3.81768
O 0.47470 -2.44633 -4.20848
H 2.69804 -3.32804 -5.69224
H 3.64962 -1.89446 -5.17491
H 2.16499 -1.65096 -6.00282
H 2.20695 -3.22985 -3.40722
H 2.81963 -0.37337 -3.52989
H 2.28611 -1.29071 -2.12916
C 7.43179 -3.22617 -0.48739
C 6.46572 -2.44453 -1.36403
C 5.23062 -3.25152 -1.76626
O 4.16429 -2.60210 -1.10292
C 4.58067 -1.43512 -0.55108
O 3.82273 -0.65097 -0.05899
O 5.88991 -1.39134 -0.53900
H 6.94644 -3.33899 0.47957
H 8.41729 -2.79533 -0.33531
H 7.48057 -4.20569 -0.96407
H 6.86985 -1.97249 -2.25842
H 5.30693 -4.28201 -1.41470
H 5.06320 -3.24906 -2.84486
C -0.75486 4.53804 -1.43298
C -0.83427 6.06181 -1.53780
C -1.35834 6.81968 -0.29653
O -0.19380 7.26128 0.40849
C 0.87567 7.07166 -0.35594
O 1.99718 7.30641 -0.00378
O 0.54528 6.47952 -1.51552
H -1.66966 4.13248 -1.86684
H -0.52306 4.18217 -0.43259
H 0.04812 4.22321 -2.10073
H -1.33927 6.36796 -2.45160
H -1.96281 6.19194 0.35302
H -1.96355 7.64312 -0.67721
C -0.83520 -5.81462 2.36819
C -2.05930 -4.89296 2.40573
C -2.46380 -4.46734 3.80301
O -2.33694 -3.04733 3.81204
C -2.06827 -2.61221 2.57042
O -1.98547 -1.46212 2.28234
O -1.82165 -3.65862 1.72383
H 0.07838 -5.25845 2.56580
H -0.82009 -6.38931 1.44442
H -1.02388 -6.54881 3.15587
H -2.87588 -5.38870 1.87612
H -1.88385 -4.90779 4.61411
H -3.51759 -4.65315 4.02830
C 2.79298 -7.92266 -2.11801
S 2.94899 -6.12938 -2.55125
O 1.93877 -5.74298 -3.59310
C 2.38283 -5.38669 -0.97801
H 2.58862 -8.49230 -3.01857
H 1.93557 -7.93127 -1.44460
H 3.68267 -8.23607 -1.57793
H 2.97538 -5.65106 -0.09981
H 1.40276 -5.80470 -0.71680
H 2.22637 -4.31109 -1.02422
C 3.74307 5.15344 2.16366
S 3.39406 3.49247 2.68175
O 1.92377 3.23975 2.74194
C 3.78687 2.84953 0.99549
H 4.80537 5.26656 1.95064
H 3.43430 5.83235 2.95906
H 3.19196 5.40551 1.25658
H 3.70372 1.76507 1.02003
H 4.78038 3.08345 0.61080
H 3.05936 3.32389 0.33717
C -3.35810 -0.21048 -1.31425
S -4.66322 -0.86629 -2.41350
O -5.55442 0.28743 -2.80671
C -5.58789 -1.80219 -1.15696
H -2.92121 -0.92214 -0.61333
H -3.81961 0.61455 -0.77094
H -2.55739 0.11382 -1.97274
H -5.92065 -1.07250 -0.41661
H -4.96814 -2.54253 -0.64750
H -6.43183 -2.32146 -1.60336
*
```



# 3
Here is a molecular structure, CHI2O2S2 from the Open Molecules 2025 dataset. Energies are from ωB97M-V/def2-TZVPD.

Summary:
- Gap between HOMO and LUMO: 7.03 eV
- Highest occupied orbital energy: -4.5747 eV
- Relative energy (zero: lowest compared OMol25 entry of this formula, charge and spin): 72.47 kcal/mol

Geometry as ORCA input:
```
! RIJCOSX wB97M-V def2-TZVPD def2/J DEFGRID3
* xyz -1 1
C -0.66377 0.38838 -0.03674
O -1.64139 2.30188 1.57842
O 1.24675 1.91827 0.68257
S -0.19740 0.09553 2.76155
S -0.52322 1.35941 1.37335
I -0.66189 1.82199 -1.59492
I -2.53010 -0.86742 -0.04908
H 0.32173 0.01052 -0.11355
*
```



# 4
Here is a molecular structure, C18H19F6N7O5S4SeSn from the Open Molecules 2025 dataset. Energies are from ωB97M-V/def2-TZVPD.

Summary:
- Gap between HOMO and LUMO: 7.30 eV
- Highest occupied orbital energy: -8.2217 eV
- Relative energy (zero: lowest compared OMol25 entry of this formula, charge and spin): 0.00 kcal/mol

Geometry as ORCA input:
```
! RIJCOSX wB97M-V def2-TZVPD def2/J DEFGRID3
* xyz 0 1
Sn 0.19238 0.01519 -0.60125
N -1.81157 3.73053 -1.43970
C -2.66445 2.68897 -1.48968
N -2.36602 1.48020 -1.11079
C -3.46062 0.64241 -1.16306
C -4.59894 1.21476 -1.62752
S -4.33303 2.87995 -1.99659
C -3.33534 -0.71989 -0.64469
C -4.33367 -1.63146 -0.55727
S -3.77574 -3.06502 0.22799
C -2.19460 -2.33818 0.38925
N -2.12318 -1.12772 -0.10949
N -1.17312 -2.95912 1.00515
H -0.83781 3.51399 -1.27421
H -2.03259 4.58898 -1.90854
H -5.57569 0.77986 -1.75003
H -5.35365 -1.55815 -0.89158
H -1.31014 -3.91847 1.27146
H -0.24600 -2.69381 0.62300
F 4.65128 3.11864 -3.17889
C 3.45255 3.55485 -2.81191
F 2.64665 3.54505 -3.87431
F 3.55274 4.80599 -2.37269
S 2.71051 2.43398 -1.54046
O 2.59688 1.17869 -2.22999
O 1.45991 3.04841 -1.17119
N 3.79369 2.50301 -0.40342
S 3.63356 1.40950 0.71636
O 3.90839 1.85350 2.03975
O 2.41024 0.61116 0.59617
C 4.98648 0.22500 0.25430
F 5.05710 -0.80777 1.08741
F 6.14975 0.87423 0.27041
F 4.77124 -0.22839 -0.97844
C 2.91095 -3.23217 -0.39302
C 1.64639 -2.93029 -1.19733
C 0.83014 -4.21598 -1.37912
C 2.04209 -2.38597 -2.57264
O 0.84118 -1.99024 -0.51563
H 3.54079 -3.93866 -0.93562
H 2.65828 -3.64946 0.58297
H 3.46801 -2.30939 -0.24242
H 1.36353 -4.92716 -2.01069
H -0.12823 -3.97316 -1.84150
H 0.64056 -4.68360 -0.41112
H 2.61975 -3.12222 -3.13179
H 2.63760 -1.48158 -2.45223
H 1.13675 -2.13242 -3.13049
Se 0.87530 0.63176 3.24559
N -0.44706 0.72800 2.07484
C -1.56809 0.97527 2.74627
C -2.86091 1.12363 2.18160
C -3.91297 1.37366 3.00774
C -3.75075 1.48833 4.41811
C -2.53011 1.35909 5.00267
C -1.40617 1.09009 4.17879
N -0.16918 0.91523 4.61735
H -2.97924 1.01990 1.11379
H -4.90297 1.49202 2.58649
H -4.62114 1.67870 5.03196
H -2.38167 1.44770 6.06989
*
```



Which value of relative energy (zero: lowest compared OMol25 entry of this formula, charge and spin) does entry 4 give?
0.00 kcal/mol



What is the relative energy (zero: lowest compared OMol25 entry of this formula, charge and spin) in the second record?
0.00 kcal/mol